Entry 1:
A 2-piece molecular cluster, C15H25FN3O3 overall. Source: the OMol25 dataset; level of theory: ωB97M-V/def2-TZVPD.

Last column: Löwdin spin population.
Positions of all 47 atoms, in Å:
C1 -2.4735 -0.6069 -0.2389  0.013
C2 -1.0053 -0.1281 -0.7915  0.025
C3 -1.1935 1.4814 -1.2114  0.005
C4 -0.7222 -0.9161 -2.1981  0.000
C5 -0.1053 -2.4333 -2.0051  0.000
C6 0.4764 -2.9105 -3.4865  0.000
O1 0.1639 -4.1534 -3.9446  0.000
N1 1.3895 -2.0600 -4.3641  0.000
C7 0.7032 -1.6263 -5.6409  0.000
O2 1.4265 -1.3887 -6.7695  0.000
F1 -0.7712 -1.4383 -5.7598  0.000
C8 1.2018 -2.2592 -1.0052  0.000
C9 0.7645 -1.5037 0.3813  0.025
C10 -0.0481 -2.5820 1.3087  0.013
C11 2.1976 -1.2101 1.1949  0.004
N2 0.1115 -0.1575 0.2167  0.303
O3 -0.3491 0.1623 1.4595  0.603
H1 -3.2509 -0.3595 -1.1100  0.000
H2 -2.5690 -1.7720 -0.0581  0.000
H3 -2.8601 0.0223 0.6949  0.002
H4 -1.0181 1.6742 -2.3524  0.000
H5 -2.2462 1.8839 -0.8197  0.000
H6 -0.3883 2.1473 -0.6365  0.000
H7 -1.7539 -1.0368 -2.7592  0.000
H8 -0.0144 -0.2466 -2.8467  0.000
H9 -0.8977 -3.1867 -1.5838  0.000
H10 1.7815 -1.2601 -3.8206  0.000
H11 1.6173 -3.3551 -0.8136  0.000
H12 1.9569 -1.5617 -1.5690  0.001
H13 0.4854 -2.6249 2.3755  0.001
H14 0.0891 -3.6738 0.8464  0.000
H15 -1.1671 -2.3208 1.5236  0.003
H16 2.9248 -2.1513 1.1597  0.000
H17 2.7242 -0.3432 0.5677  0.000
H18 1.9906 -0.8793 2.3044  0.000
C12 -0.3085 3.8238 4.8016  0.000
C13 0.6240 3.0865 3.8458  0.000
C14 0.6249 3.6831 2.4369  0.000
C15 -0.7733 3.6057 1.8457  0.000
N3 -1.9332 3.5416 1.3553  0.000
H19 -1.3517 3.7632 4.4758  0.000
H20 -0.2548 3.3816 5.8014  0.000
H21 -0.0325 4.8817 4.8810  0.000
H22 0.3261 2.0317 3.8029  0.000
H23 1.6425 3.1174 4.2483  0.000
H24 1.3178 3.1290 1.7948  0.000
H25 0.9483 4.7293 2.4622  0.000

Its highest occupied orbital energy (alpha / beta) is -0.3605 / -0.3796 Ha. Its frontier orbital gap (alpha / beta) is 9.4 / 9.3 eV. For the energy above the lowest of the compared OMol25 structures with the same formula, charge and spin, the calculation gives 196.3 kcal/mol. The maximum force comes out at 10.24 eV/Å. The spin multiplicity is 2. The calculation puts the LUMO energy (alpha / beta) at -0.5 / -1.1 eV.


Entry 2:
C21H31BrDyIN4O3 as an isolated structure. Source: the OMol25 dataset; level of theory: ωB97M-V/def2-TZVPD.

Last column: Löwdin spin population.
Positions of all 62 atoms, in Å:
Dy1 -0.4094 -0.3399 0.8749  5.050
N1 -1.1885 1.4710 2.5055  -0.005
C1 -2.5881 1.3530 3.0548  0.000
C2 -3.5183 0.6044 2.1157  -0.001
N2 -2.9961 -0.6017 1.4898  -0.009
C3 -3.8128 -0.8537 0.2999  0.000
C4 -3.0397 -1.4364 -0.8682  0.000
N3 -1.7610 -0.7984 -1.1620  0.001
C5 -3.0159 -1.6603 2.5107  0.000
C6 -2.1762 -2.9053 2.1876  0.000
N4 -0.8171 -2.6290 1.8948  -0.006
H1 -1.1965 2.3203 2.0056  0.000
H2 -0.5136 1.4977 3.2908  0.000
H3 -2.5517 0.8827 4.0632  0.000
H4 -3.0868 2.3560 3.1585  0.000
H5 -4.3910 0.2858 2.7599  0.000
H6 -3.8703 1.2708 1.3196  0.000
H7 -4.7116 -1.4929 0.5650  0.000
H8 -4.2703 0.0886 -0.0111  0.000
H9 -2.8570 -2.5173 -0.7481  0.000
H10 -3.7086 -1.3187 -1.7340  0.000
H11 -1.2120 -1.3678 -1.8235  0.000
H12 -1.9096 0.1250 -1.5869  0.000
H13 -2.7233 -1.1607 3.4320  0.000
H14 -4.0637 -1.9561 2.6640  0.000
H15 -2.3055 -3.6138 3.0738  0.000
H16 -2.7167 -3.3604 1.3518  0.000
H17 -0.2219 -2.5535 2.7185  0.000
H18 -0.4024 -3.4014 1.4179  0.000
C7 5.1382 -1.8476 -3.4698  0.000
O1 5.6239 -1.4485 -2.1818  0.000
C8 4.7546 -1.3378 -1.1516  0.000
C9 5.4112 -1.1594 0.1300  -0.001
C10 4.7397 -0.7655 1.2376  0.000
C11 3.2905 -0.9746 1.3174  -0.002
C12 2.5078 -0.6841 2.4842  -0.001
C13 3.2891 -0.4940 3.7906  -0.001
O2 1.2239 -0.5708 2.5628  -0.014
C14 2.6379 -1.2480 0.0687  0.000
O3 1.3382 -1.3697 -0.0245  -0.003
C15 3.3774 -1.4588 -1.1170  -0.001
H19 6.0583 -1.8245 -4.0616  0.000
H20 4.3692 -1.2113 -3.8658  0.000
H21 4.7663 -2.8871 -3.4564  0.000
H22 6.4639 -1.3286 0.1306  0.000
H23 5.3065 -0.5056 2.1267  0.000
H24 4.1748 -1.1373 4.0301  0.000
H25 2.5752 -0.5606 4.6254  0.000
H26 3.5938 0.5600 3.7665  0.000
H27 2.8003 -1.6879 -2.0295  0.000
Br1 -3.2638 2.4242 -2.1304  0.000
C16 -1.8866 3.2420 -3.1432  0.000
C17 -2.3157 3.9586 -4.2728  0.000
C18 -1.3381 4.5551 -5.0747  0.000
C19 -0.0071 4.4695 -4.7102  0.000
C20 0.4136 3.8604 -3.5409  0.000
C21 -0.5242 3.1262 -2.8224  0.000
I1 0.3780 2.3042 -0.8098  -0.007
H28 -3.3622 3.9829 -4.4841  0.000
H29 -1.6191 4.9809 -6.0472  0.000
H30 0.6861 4.8304 -5.4367  0.000
H31 1.4341 3.9193 -3.2605  0.000

Its highest occupied orbital energy (alpha / beta) is -0.4816 / -0.4820 Ha. Its frontier orbital gap (alpha / beta) is 5.8 / 6.5 eV. For the energy above the lowest of the compared OMol25 structures with the same formula, charge and spin, the calculation gives 45.4 kcal/mol. The charge is +2. The maximum force comes out at 3.36 eV/Å. The spin multiplicity is 6. The calculation puts the LUMO energy (alpha / beta) at -7.3 / -6.6 eV.


Entry 3:
One molecule with the formula C2HClN2O2. Source: the OMol25 dataset; level of theory: ωB97M-V/def2-TZVPD.

Last column: Löwdin charge in e.
Positions of all 8 atoms, in Å:
C1 1.2227 -0.2694 0.5389  -0.273
C2 1.1072 1.1037 0.4311  -0.532
N1 0.2045 -1.0703 0.4932  0.001
N2 -1.5989 -0.5882 -0.9635  -0.006
O1 -2.6738 -0.1040 -0.9848  0.049
O2 -0.9661 -0.3809 0.3001  -0.186
Cl1 0.5421 2.2775 -0.4757  0.790
H1 2.1625 -0.9684 0.6608  0.157

Its highest occupied orbital energy (alpha / beta) is -0.3225 / -0.3255 Ha. Its frontier orbital gap (alpha / beta) is 7.6 / 7.2 eV. For the energy above the lowest of the compared OMol25 structures with the same formula, charge and spin, the calculation gives 194.2 kcal/mol. The maximum force comes out at 2.73 eV/Å. The spin multiplicity is 1. The calculation puts the LUMO energy (alpha / beta) at -1.1 / -1.7 eV.


Entry 4:
A 2-piece molecular cluster, C3H6O4 overall. Source: the OMol25 dataset; level of theory: ωB97M-V/def2-TZVPD.

Last column: Löwdin charge in e.
Positions of all 13 atoms, in Å:
H1 -2.9842 -0.9975 0.0700  0.197
C1 -1.4263 -1.1001 -1.0290  -0.282
O1 -2.5361 -1.5325 -0.6119  0.308
O2 -0.8404 -1.6575 -1.9924  0.314
H2 -1.2290 -2.5064 -2.2797  0.215
O3 2.1755 1.3168 2.2422  0.256
C2 2.1817 1.0519 1.0236  0.206
H3 1.9637 2.2458 2.4635  0.203
H4 2.4048 0.0128 0.7583  0.157
H5 2.2052 1.8532 0.2747  0.158
C3 -0.6693 0.0901 -0.3282  -0.072
O4 -0.0666 0.7131 -1.1493  0.179
H6 -1.1790 0.5103 0.5583  0.163

Its highest occupied orbital energy is -0.7435 Ha. Its frontier orbital gap is 9.9 eV. For the energy above the lowest of the compared OMol25 structures with the same formula, charge and spin, the calculation gives 9.3 kcal/mol. The charge is +2. The maximum force comes out at 4.05 eV/Å. The spin multiplicity is 1. The calculation puts the LUMO energy at -10.4 eV.


Entry 5:
C17H58BF3O13Si2 as an isolated structure. Source: the OMol25 dataset; level of theory: ωB97M-V/def2-TZVPD.

Last column: Löwdin charge in e.
Positions of all 94 atoms, in Å:
C1 -2.4701 3.8813 -1.4008  -0.110
C2 -1.0854 3.4608 -0.6138  -0.210
B1 0.1452 3.2495 -1.6858  -0.441
O1 1.0595 4.3746 -2.0389  -0.045
Si1 0.5681 1.5422 -2.5684  0.585
C3 2.2810 0.8635 -2.0013  -0.299
C4 2.6981 1.3142 -0.4673  -0.160
C5 3.5471 0.0590 0.2372  -0.036
F1 4.7061 -0.4881 -0.5559  -0.051
C6 3.1888 -0.5027 1.5681  -0.020
F2 3.8631 -1.7455 2.0867  -0.032
F3 2.1251 0.1523 2.3655  -0.013
O2 -0.7500 0.3828 -2.5112  -0.484
Si2 -0.6782 -0.6523 -1.0945  0.600
H1 -2.3484 4.8596 -2.0369  0.073
H2 -2.7685 2.9582 -2.0892  0.093
H3 -3.2765 4.0916 -0.5705  0.088
H4 -1.1784 2.4334 -0.0132  0.099
H5 -0.7583 4.3136 0.1552  0.116
H6 1.7689 4.4066 -1.3235  0.113
H7 0.7295 1.9037 -4.0007  0.012
H8 3.0881 1.2863 -2.7411  0.104
H9 2.3743 -0.3174 -2.0273  0.077
H10 3.4513 2.2278 -0.5111  0.133
H11 1.7762 1.5793 0.2152  0.118
H12 -1.6153 -0.1949 -0.0405  -0.042
H13 -1.1809 -1.9805 -1.5291  -0.048
H14 0.6570 -0.8890 -0.5640  -0.062
C7 2.2545 -2.5655 4.6628  -0.160
O3 0.9264 -2.0893 4.5459  -0.133
H15 2.2412 -3.5354 5.1656  0.081
H16 2.6907 -2.6795 3.6674  0.052
H17 2.8449 -1.8600 5.2524  0.085
H18 0.9700 -1.2282 4.0964  0.067
C8 2.9981 -3.2566 -3.4780  -0.149
O4 2.5647 -2.0780 -4.1317  -0.143
H19 2.3459 -3.4489 -2.6228  0.081
H20 2.9444 -4.0996 -4.1711  0.081
H21 4.0246 -3.1237 -3.1278  0.079
H22 3.1618 -1.9332 -4.8853  0.096
C9 -2.7139 -2.4085 6.2783  -0.150
O5 -1.4945 -2.3364 6.9938  -0.142
H23 -3.5226 -2.0457 6.9170  0.061
H24 -2.6504 -1.7834 5.3842  0.079
H25 -2.9118 -3.4458 5.9974  0.082
H26 -0.7961 -2.6644 6.4022  0.055
C10 -1.2568 -1.2460 -5.4036  -0.164
O6 -0.4548 -2.4118 -5.3601  -0.133
H27 -2.0849 -1.4101 -6.0971  0.081
H28 -1.6547 -1.0389 -4.4071  0.052
H29 -0.6559 -0.4018 -5.7504  0.080
H30 0.2710 -2.2363 -4.7372  0.053
C11 7.9866 -2.4059 0.4569  -0.167
O7 7.2831 -1.4945 -0.3669  -0.139
H31 9.0389 -2.4111 0.1631  0.079
H32 7.9037 -2.0938 1.5008  0.075
H33 7.5705 -3.4084 0.3309  0.075
H34 6.3534 -1.5115 -0.0830  0.041
C12 1.3086 -4.2412 8.7818  -0.165
O8 1.9069 -3.1262 8.1468  -0.137
H35 2.0820 -4.9794 9.0064  0.078
H36 0.8333 -3.9202 9.7120  0.078
H37 0.5659 -4.6862 8.1152  0.073
H38 1.1969 -2.4888 7.9600  0.072
C13 -5.2214 0.1835 -1.9044  -0.153
O9 -4.0020 0.2557 -1.1888  -0.160
H39 -6.0301 0.5463 -1.2656  0.082
H40 -5.1579 0.8086 -2.7984  0.078
H41 -5.4194 -0.8538 -2.1853  0.064
H42 -3.3036 -0.0724 -1.7805  0.030
C14 -1.6102 7.3469 -3.9659  -0.144
O10 -0.8082 6.1811 -3.9224  -0.148
H43 -2.4383 7.1827 -4.6594  0.090
H44 -2.0081 7.5540 -2.9694  0.077
H45 -1.0093 8.1910 -4.3127  0.070
H46 -0.0824 6.3565 -3.2995  0.077
C15 1.2779 7.4907 -6.5588  -0.167
O11 0.8496 6.1746 -6.2615  -0.135
H47 1.3639 7.6000 -7.6425  0.079
H48 0.5457 8.2077 -6.1795  0.062
H49 2.2524 7.6706 -6.0983  0.075
H50 0.7825 6.1076 -5.2938  0.047
C16 -3.6443 -3.4557 -3.5391  -0.149
O12 -2.4249 -3.3836 -2.8236  -0.175
H51 -4.4530 -3.0929 -2.9004  0.071
H52 -3.5808 -2.8306 -4.4332  0.068
H53 -3.8423 -4.4930 -3.8200  0.080
H54 -1.7265 -3.7116 -3.4153  0.073
C17 -5.4545 -2.5477 9.1894  -0.173
O13 -6.2462 -2.9247 8.0780  -0.135
H55 -4.7629 -1.7598 8.8819  0.070
H56 -6.0999 -2.1719 9.9871  0.075
H57 -4.8857 -3.4112 9.5426  0.079
H58 -6.8495 -3.6245 8.3811  0.082

Its highest occupied orbital energy is -0.3498 Ha. Its frontier orbital gap is 9.3 eV. The maximum force comes out at 5.43 eV/Å. The spin multiplicity is 1. The calculation puts the LUMO energy at -0.2 eV.


Entry 6:
C2H8NO as an isolated structure. Source: the OMol25 dataset; level of theory: ωB97M-V/def2-TZVPD.

Last column: Löwdin charge in e.
Positions of all 12 atoms, in Å:
O1 -1.3477 -1.3159 -1.1334  -0.381
H1 -0.8218 -1.4486 -1.8892  -0.120
C1 0.2023 -0.0933 1.4762  -0.257
N1 0.4791 0.0063 0.0006  -0.263
C2 0.7568 1.3613 -0.3583  -0.250
H2 0.0928 -1.1145 1.9828  0.052
H3 1.0394 0.3989 2.1210  0.040
H4 -0.7285 0.5892 1.9186  0.075
H5 -0.4332 -0.7003 -0.5049  -0.017
H6 0.2997 2.0457 0.3547  0.040
H7 0.4275 1.6005 -1.3563  0.055
H8 1.7971 1.5038 -0.2710  0.027

Its highest occupied orbital energy is -0.0892 Ha. Its frontier orbital gap is 7.1 eV. For the energy above the lowest of the compared OMol25 structures with the same formula, charge and spin, the calculation gives 30.8 kcal/mol. The charge is -1. The maximum force comes out at 3.67 eV/Å. The spin multiplicity is 1. The calculation puts the LUMO energy at 4.7 eV.